# 1
DFT (ωB97M-V/def2-TZVPD) results for one molecule with the formula C2H4N2O2.

Atoms and positions in Å:
N1 1.80 -0.10 -0.09
C1 0.55 -0.20 0.44
O1 0.32 -0.67 1.53
N2 -0.48 0.23 -0.41
C2 -1.81 0.03 -0.05
O2 -2.74 0.30 -0.77
H1 2.54 -0.29 0.58
H2 2.02 0.55 -0.83
H3 -0.31 0.56 -1.35
H4 -1.89 -0.41 0.95

## Properties
LUMO energy ... 0.021 Ha
Strongest force on any atom ... 0.49 eV Å⁻¹
Charge ... 0
E_HOMO ... -10.226 eV

=====

# 2
DFT (ωB97M-V/def2-TZVPD) results for a 2-piece molecular cluster, C2H4N2O2 overall in a non-equilibrium geometry.

Atoms and positions in Å:
N1 -1.66 -0.68 0.18
C1 -0.36 -0.27 0.19
O1 0.23 -0.33 1.38
N2 0.30 0.19 -0.81
C2 2.05 1.07 0.04
O2 2.59 1.62 -0.80
H1 -1.99 -1.20 0.98
H2 -2.04 -0.93 -0.71
H3 -0.20 0.35 -1.67
H4 1.08 0.17 1.23

## Properties
LUMO energy ... 0.029 Ha
Strongest force on any atom ... 1.86 eV Å⁻¹
Charge ... 0
E_HOMO ... -9.494 eV

=====

# 3
DFT (ωB97M-V/def2-TZVPD) results for a 2-piece molecular cluster, C2H4N2O2 overall in a non-equilibrium geometry.

Atoms and positions in Å:
O1 0.20 0.12 2.16
C1 -0.45 -0.78 1.50
N1 -0.59 -0.92 0.24
C2 0.28 0.31 -1.35
N2 0.64 1.13 -0.44
O2 -0.04 0.10 -2.42
H1 -1.12 -1.28 2.19
H2 -0.11 -1.52 -0.42
H3 0.80 0.64 1.62
H4 0.45 2.11 -0.70

## Properties
LUMO energy (alpha / beta) ... -0.199 / -0.311 Ha
Strongest force on any atom ... 6.18 eV Å⁻¹
Spin multiplicity ... 2
Charge ... +1
E_HOMO (alpha / beta) ... -16.281 / -15.970 eV

=====

# 4
DFT (ωB97M-V/def2-TZVPD) results for one molecule with the formula C2H4N2O2S in a non-equilibrium geometry.

Atoms and positions in Å:
H1 -0.78 -2.08 -2.29
N1 -0.50 -1.60 -1.40
N2 -1.07 -0.49 -1.56
S1 -0.87 0.68 -0.35
O1 -0.22 1.88 -0.88
O2 -2.17 0.84 0.25
C1 0.32 -0.05 0.95
C2 1.46 0.54 1.20
H2 0.09 -1.02 1.35
H3 1.93 -0.06 1.97
H4 1.83 1.34 0.75

## Properties
LUMO energy ... -0.027 Ha
Strongest force on any atom ... 5.38 eV Å⁻¹
Charge ... 0
E_HOMO ... -10.467 eV

=====

# 5
DFT (ωB97M-V/def2-TZVPD) results for a 2-piece molecular cluster, C2H4N2O2S overall in a non-equilibrium geometry.

Atoms and positions in Å:
C1 3.27 -0.29 -0.05
C2 -0.83 1.18 -0.14
N1 2.36 0.21 -0.61
N2 -2.85 -0.24 0.73
O1 3.90 -0.86 0.72
O2 -0.33 0.00 0.30
S1 -2.43 1.21 -0.10
H1 0.52 0.01 -0.05
H2 2.07 0.30 -1.59
H3 -3.63 -0.60 0.13
H4 -2.06 -0.92 0.67

## Properties
LUMO energy ... 0.014 Ha
Strongest force on any atom ... 4.36 eV Å⁻¹
Charge ... 0
E_HOMO ... -8.818 eV

=====

# 6
DFT (ωB97M-V/def2-TZVPD) results for C2H4N2O2S as an isolated structure in a non-equilibrium geometry.

Atoms and positions in Å:
C1 2.20 -0.63 0.10
C2 -0.51 -0.35 -0.09
N1 2.37 0.69 -0.09
N2 4.14 0.68 0.41
O1 3.08 -1.32 0.58
O2 4.96 0.69 -0.37
S1 0.76 -1.64 -0.30
H1 -0.40 0.60 -0.78
H2 -0.75 -0.03 0.92
H3 -1.28 -0.90 -0.59
H4 1.55 1.04 0.58

## Properties
LUMO energy (alpha / beta) ... 0.016 / -0.084 Ha
Strongest force on any atom ... 4.31 eV Å⁻¹
Spin multiplicity ... 3
Charge ... 0
E_HOMO (alpha / beta) ... -7.675 / -9.529 eV

=====

# 7
DFT (ωB97M-V/def2-TZVPD) results for C2H4N2O3 as an isolated structure in a non-equilibrium geometry.

Atoms and positions in Å:
C1 -0.63 -0.42 -0.08
C2 -1.72 0.50 0.07
N1 -0.36 -1.58 -0.09
N2 2.08 0.28 0.05
O1 2.16 -0.94 0.04
O2 3.01 1.03 0.21
O3 0.89 0.73 -0.12
H1 -1.44 1.52 0.06
H2 -2.36 0.11 0.96
H3 -2.27 0.51 -0.77
H4 0.63 -1.74 -0.31

## Properties
LUMO energy ... 0.005 Ha
Strongest force on any atom ... 3.86 eV Å⁻¹
Charge ... 0
E_HOMO ... -10.574 eV

=====

# 8
DFT (ωB97M-V/def2-TZVPD) results for one molecule with the formula C2H4N2O3 in a non-equilibrium geometry.

Atoms and positions in Å:
O1 1.70 -1.36 -0.07
C1 1.29 -0.29 -0.04
N1 1.59 0.93 0.39
O2 0.40 1.58 -0.05
N2 0.00 0.52 -0.85
C2 -1.30 -0.08 -0.46
O3 -1.29 -0.90 0.64
H1 1.97 1.19 1.33
H2 -1.75 -0.61 -1.35
H3 -2.05 0.70 -0.16
H4 -0.57 -1.67 0.62

## Properties
LUMO energy ... 0.026 Ha
Strongest force on any atom ... 5.32 eV Å⁻¹
Charge ... 0
E_HOMO ... -9.353 eV

=====

# 9
DFT (ωB97M-V/def2-TZVPD) results for one molecule with the formula C2H4N2O3 in a non-equilibrium geometry.

Atoms and positions in Å:
O1 -2.53 0.15 -0.34
C1 -1.47 0.91 -0.53
C2 -0.17 0.36 0.10
N1 0.71 0.78 -0.74
O2 1.97 0.47 -0.85
N2 -0.18 -0.74 1.05
O3 1.16 -1.44 1.08
H1 -1.21 1.63 -1.29
H2 2.29 -0.47 -0.42
H3 -1.03 -1.17 0.95
H4 1.28 -1.28 2.01

## Properties
LUMO energy ... 0.002 Ha
Strongest force on any atom ... 8.22 eV Å⁻¹
Charge ... 0
E_HOMO ... -9.508 eV

=====

# 10
DFT (ωB97M-V/def2-TZVPD) results for C2H4N2O3 as an isolated structure in a non-equilibrium geometry.

Atoms and positions in Å:
N1 0.02 0.17 0.39
C1 -0.60 -1.55 -0.19
N2 -0.77 1.24 0.08
C2 0.53 -0.72 -1.03
O1 1.21 0.45 1.17
O2 -1.67 -1.92 -0.02
O3 0.21 -0.35 -2.15
H1 1.01 0.09 2.05
H2 -1.19 1.66 0.90
H3 -0.29 1.92 -0.50
H4 1.54 -1.00 -0.70

## Properties
LUMO energy ... -0.008 Ha
Strongest force on any atom ... 1.23 eV Å⁻¹
Charge ... 0
E_HOMO ... -9.295 eV